1.
This record from the Open Molecules 2025 dataset describes 17 unconnected molecules or ions with the total composition C51H79Cl9O46S4. The level of theory is the ωB97M-V functional and the def2-TZVPD basis.

Calculated values
calculated total energy: -11186.1240 Ha

```
! RIJCOSX wB97M-V def2-TZVPD def2/J DEFGRID3
* xyz 0 1
C -3.58 -0.27 -4.31
Cl -3.50 1.43 -4.02
Cl -1.98 -1.00 -4.51
Cl -4.65 -0.52 -5.76
H -4.14 -0.58 -3.43
C -0.53 1.99 6.91
Cl 1.21 1.74 7.00
Cl -1.37 0.40 7.00
Cl -1.03 2.85 5.40
H -0.77 2.59 7.79
C 2.22 5.77 5.08
Cl 3.62 5.56 6.19
Cl 0.71 5.21 5.83
Cl 2.44 4.95 3.50
H 2.24 6.82 4.79
C 3.35 -5.46 -2.99
C 1.94 -5.08 -2.45
C 0.77 -5.34 -3.38
O -0.11 -6.02 -2.52
C 0.41 -6.16 -1.30
O -0.18 -6.79 -0.40
O 1.69 -5.70 -1.25
H 4.09 -5.35 -2.21
H 3.84 -4.91 -3.79
H 3.34 -6.47 -3.41
H 1.85 -4.04 -2.11
H 1.04 -6.07 -4.15
H 0.27 -4.53 -3.91
C -0.78 -3.78 -6.22
C -1.58 -3.06 -7.30
C -1.00 -1.81 -7.88
O -1.09 -2.10 -9.28
C -1.18 -3.37 -9.54
O -0.88 -3.93 -10.56
O -1.60 -3.99 -8.40
H -0.45 -3.08 -5.45
H 0.09 -4.31 -6.60
H -1.44 -4.52 -5.77
H -2.60 -2.91 -6.94
H 0.06 -1.80 -7.64
H -1.60 -0.93 -7.65
C 5.91 1.31 6.79
C 4.66 1.39 5.87
C 4.86 1.73 4.42
O 4.36 0.59 3.76
C 3.89 -0.34 4.59
O 3.45 -1.43 4.24
O 4.16 0.09 5.89
H 6.33 2.31 6.91
H 6.74 0.72 6.40
H 5.56 1.14 7.80
H 3.92 2.04 6.32
H 5.92 1.89 4.23
H 4.27 2.60 4.14
C 6.99 5.06 -0.24
C 5.78 5.71 -0.83
C 5.11 5.16 -2.11
O 3.71 5.35 -1.78
C 3.57 5.61 -0.52
O 2.47 5.72 -0.01
O 4.74 5.65 0.11
H 7.38 5.53 0.66
H 7.81 5.17 -0.96
H 6.72 4.04 0.02
H 5.94 6.78 -0.96
H 5.29 4.09 -2.18
H 5.53 5.60 -3.02
C 3.55 2.26 -0.62
C 4.47 1.04 -0.58
C 4.56 0.34 0.77
O 4.38 -1.02 0.40
C 4.05 -1.17 -0.97
O 3.82 -2.25 -1.53
O 3.97 0.09 -1.51
H 2.50 2.05 -0.44
H 3.66 2.78 -1.57
H 3.86 2.97 0.15
H 5.46 1.33 -0.96
H 3.81 0.76 1.43
H 5.60 0.48 1.07
C 0.48 1.30 -6.07
C 1.69 0.56 -5.38
C 2.06 1.19 -4.04
O 1.77 0.15 -3.12
C 1.40 -0.95 -3.72
O 1.27 -2.05 -3.19
O 1.16 -0.68 -5.01
H -0.07 0.67 -6.77
H 0.82 2.24 -6.50
H -0.26 1.65 -5.36
H 2.50 0.36 -6.09
H 1.54 2.13 -3.83
H 3.10 1.49 -3.99
C 0.36 4.17 -1.97
C -1.01 3.88 -2.71
C -2.18 3.83 -1.78
O -3.17 4.48 -2.43
C -2.65 5.14 -3.46
O -3.38 5.84 -4.11
O -1.34 4.95 -3.49
H 0.37 5.07 -1.35
H 1.13 4.29 -2.73
H 0.72 3.33 -1.37
H -0.92 2.94 -3.26
H -2.05 4.37 -0.84
H -2.42 2.79 -1.57
C -7.47 -2.09 -2.86
C -7.48 -0.66 -2.20
C -7.89 -0.70 -0.73
O -6.86 0.00 -0.09
C -5.85 0.32 -0.92
O -4.91 1.09 -0.65
O -6.20 -0.13 -2.15
H -7.09 -2.84 -2.16
H -6.87 -1.91 -3.75
H -8.50 -2.35 -3.07
H -8.11 -0.07 -2.86
H -7.90 -1.69 -0.28
H -8.76 -0.11 -0.44
C 1.34 -3.40 1.17
C 2.31 -4.52 1.61
C 3.76 -4.05 1.93
O 4.13 -4.68 3.08
C 3.12 -5.27 3.61
O 3.16 -5.88 4.61
O 2.04 -5.17 2.84
H 0.38 -3.88 1.00
H 1.67 -2.95 0.23
H 1.21 -2.65 1.95
H 2.32 -5.28 0.83
H 3.77 -2.98 2.13
H 4.29 -4.36 1.03
C -5.16 -4.02 1.56
C -3.78 -3.51 1.36
C -2.79 -4.65 1.04
O -2.34 -4.20 -0.17
C -3.01 -3.07 -0.68
O -2.83 -2.59 -1.80
O -3.83 -2.64 0.23
H -5.71 -4.37 0.68
H -5.78 -3.33 2.13
H -5.20 -4.89 2.22
H -3.52 -2.92 2.24
H -3.20 -5.66 1.07
H -2.03 -4.72 1.82
C 0.42 -2.13 4.91
C 0.70 -3.19 5.97
O -0.35 -4.13 5.91
S -1.77 -3.32 5.43
O -2.46 -2.49 6.42
O -2.56 -4.26 4.64
O -0.87 -2.41 4.37
H 1.17 -2.25 4.13
H 0.43 -1.09 5.26
H 0.74 -2.77 6.97
H 1.66 -3.65 5.76
C -1.85 5.12 2.44
C -1.25 6.14 1.56
O -2.19 6.88 0.93
S -3.70 6.24 1.20
O -4.47 6.01 -0.03
O -4.35 6.92 2.31
O -3.07 4.79 1.83
H -2.05 5.43 3.47
H -1.34 4.16 2.48
H -0.61 5.60 0.86
H -0.56 6.76 2.13
C -1.02 0.31 -0.91
C -0.03 -0.72 -0.34
O 0.87 0.08 0.36
S 0.08 1.10 1.32
O 0.81 2.40 1.47
O -0.50 0.38 2.50
O -1.10 1.30 0.10
H -1.97 -0.12 -1.23
H -0.49 0.75 -1.76
H 0.43 -1.44 -1.01
H -0.54 -1.30 0.43
C -3.39 0.64 3.99
C -3.69 0.04 2.65
O -5.09 -0.06 2.59
S -5.69 -0.54 4.01
O -5.26 -1.92 4.21
O -7.12 -0.25 4.15
O -4.67 0.54 4.71
H -3.20 1.71 3.92
H -2.59 0.10 4.49
H -3.30 -0.98 2.60
H -3.46 0.71 1.83
*
```



2.
This record from the Open Molecules 2025 dataset describes 14 unconnected molecules or ions with the total composition C51H79N12O15S2. The level of theory is the ωB97M-V functional and the def2-TZVPD basis.

Calculated values
calculated total energy: -4572.5047 Ha

```
! RIJCOSX wB97M-V def2-TZVPD def2/J DEFGRID3
* xyz 1 1
C -1.37 -5.26 0.42
N -1.08 -3.84 0.20
C 0.19 -3.43 0.46
C 0.51 -2.09 0.44
C -0.46 -1.15 0.05
C -1.74 -1.61 -0.26
C -2.01 -2.94 -0.15
C -0.19 0.28 -0.03
C 1.05 0.71 -0.50
C 1.37 2.05 -0.34
N 0.52 2.93 0.17
C -0.68 2.56 0.63
C -1.09 1.24 0.50
C 0.74 4.39 0.14
H -1.57 -5.40 1.48
H -0.56 -5.92 0.13
H -2.25 -5.65 -0.08
H 0.97 -4.16 0.58
H 1.53 -1.74 0.53
H -2.46 -0.88 -0.59
H -2.98 -3.27 -0.51
H 1.81 0.04 -0.86
H 2.35 2.37 -0.64
H -1.29 3.34 1.06
H -2.06 0.92 0.84
H 1.79 4.47 -0.13
H 0.49 4.75 1.13
H 0.11 4.86 -0.61
C -3.73 5.58 -1.78
C -3.16 4.34 -1.06
C -2.01 3.66 -1.85
O -2.71 4.58 0.22
H -4.16 5.26 -2.73
H -2.84 6.19 -1.99
H -4.41 6.14 -1.15
H -4.02 3.64 -1.15
H -1.79 2.70 -1.41
H -1.13 4.30 -1.95
H -2.34 3.53 -2.90
O 2.78 2.69 2.16
C 3.60 2.59 3.06
N 3.32 3.10 4.28
C 4.95 1.98 2.85
H 3.95 3.07 5.06
H 2.53 3.72 4.30
H 5.71 2.37 3.53
H 5.29 2.05 1.82
H 4.93 0.91 3.12
O 3.66 -0.24 0.48
C 4.79 -0.72 0.57
N 5.73 -0.25 -0.28
C 5.25 -1.72 1.60
H 5.51 0.33 -1.07
H 6.70 -0.38 -0.04
H 4.87 -2.72 1.43
H 4.96 -1.54 2.64
H 6.33 -1.84 1.74
O -0.01 7.54 3.35
C -0.63 7.18 2.35
N -1.68 6.34 2.44
C -0.09 7.38 0.96
H -2.05 5.91 1.60
H -2.03 6.20 3.38
H -0.58 6.70 0.26
H 0.97 7.18 1.08
H -0.22 8.45 0.77
O -2.46 -0.81 -3.08
C -2.34 -0.22 -4.14
N -2.57 -0.75 -5.36
C -1.95 1.26 -4.16
H -3.07 -0.13 -5.98
H -2.67 -1.75 -5.42
H -1.21 1.50 -4.92
H -1.49 1.45 -3.19
H -2.77 1.93 -4.42
O 3.16 -4.39 0.75
C 3.66 -5.32 1.36
N 4.87 -5.81 1.02
C 2.90 -5.93 2.52
H 5.19 -6.73 1.27
H 5.25 -5.50 0.13
H 1.89 -6.25 2.25
H 3.02 -5.35 3.43
H 3.31 -6.84 2.99
O -1.66 -8.02 -0.23
C -1.74 -9.21 0.05
N -0.78 -10.08 -0.32
C -2.81 -9.80 0.91
H -0.70 -11.03 0.00
H 0.08 -9.65 -0.63
H -3.47 -10.30 0.20
H -3.36 -9.01 1.42
H -2.45 -10.49 1.67
N -3.31 -5.14 -2.35
C -4.30 -4.26 -2.70
C -5.49 -4.62 -3.26
C -5.66 -5.95 -3.64
C -4.65 -6.84 -3.38
C -3.51 -6.42 -2.68
H -4.03 -3.22 -2.52
H -6.15 -3.88 -3.69
H -6.51 -6.35 -4.18
H -4.80 -7.86 -3.71
H -2.64 -7.02 -2.41
N -1.36 4.86 4.95
C -0.54 4.78 6.01
C 0.29 3.67 6.23
C 0.25 2.60 5.36
C -0.67 2.64 4.31
C -1.41 3.80 4.14
H -0.46 5.71 6.55
H 1.12 3.85 6.90
H 0.83 1.70 5.47
H -0.73 1.76 3.69
H -2.00 3.91 3.23
N -0.04 -0.55 3.83
C -0.38 -1.38 4.83
C 0.20 -2.64 4.97
C 1.23 -3.01 4.12
C 1.71 -2.01 3.26
C 1.11 -0.77 3.20
H -1.31 -1.07 5.30
H -0.16 -3.32 5.73
H 1.85 -3.85 4.38
H 2.64 -2.26 2.75
H 1.40 -0.01 2.48
N -4.79 -0.35 -0.09
C -5.63 -0.38 0.95
C -5.99 0.77 1.64
C -5.50 2.00 1.23
C -4.68 2.05 0.10
C -4.31 0.84 -0.49
H -5.89 -1.39 1.25
H -6.69 0.73 2.47
H -5.71 2.93 1.73
H -4.37 3.05 -0.17
H -3.73 0.86 -1.41
C 4.10 6.55 -4.88
C 2.75 5.91 -5.23
O 1.91 6.27 -4.17
S 2.75 6.07 -2.78
O 2.94 4.68 -2.50
O 2.22 6.90 -1.73
O 4.13 6.65 -3.43
H 4.35 7.50 -5.35
H 4.92 5.85 -5.04
H 2.95 4.85 -5.41
H 2.31 6.28 -6.15
C 4.01 -1.57 -3.45
C 3.73 -1.79 -4.92
O 2.80 -0.81 -5.34
S 2.16 -0.01 -4.10
O 1.16 -0.83 -3.43
O 1.84 1.34 -4.44
O 3.55 -0.21 -3.26
H 5.06 -1.53 -3.19
H 3.44 -2.25 -2.82
H 3.43 -2.82 -5.07
H 4.59 -1.55 -5.55
*
```



- Among the records above, which one has the lowest calculated total energy?
  C51H79Cl9O46S4



- What is the calculated total energy in the first record?
  -11186.1240 Ha